Here is a molecular structure, C4H10AuO2 in a non-equilibrium geometry from the Open Molecules 2025 dataset. Energies are from ωB97M-V/def2-TZVPD.

Summary:
* E_LUMO (spin up / spin down): -6.29 / -8.41 eV
* expectation value of S²: 2.03
* charge: +1
* 2S+1: 3
* energy: -12081.12498 eV
* HOMO energy (spin up / spin down): -11.3 / -14.0 eV
* HOMO-LUMO gap (spin up / spin down): 5.0 / 5.6 eV

Last column: Mulliken charge in e.
Geometry (Å):
O  -1.28137  -2.06296  0.59253  -0.5134
C  -0.78066  -1.46237  -0.39900  -0.3895
C  -0.73717  -0.10271  0.19854  0.3485
O  -0.09154  -0.05662  1.42167  -0.3033
C  -0.14266  1.17376  2.12044  -0.6254
Au  -0.11793  -2.06748  2.42257  0.4530
H  -1.31200  -1.57404  -1.36006  0.4323
H  0.58062  -0.75384  -1.76945  0.1353
H  -1.68625  0.44867  0.09772  0.4358
H  0.08645  0.44965  -0.61651  0.1398
H  0.88310  1.55587  2.21794  0.2822
H  -0.77618  1.92035  1.62220  0.3561
H  -0.55049  0.96452  3.11834  0.2808
C  1.27390  0.22486  -2.22838  -0.9379
H  0.93289  0.31155  -3.26714  0.3191
H  1.44706  1.25995  -1.90678  0.2859
H  2.27224  -0.22916  -2.26465  0.3008

=====

Here is a molecular structure, C43H90Br24F3N5O2P in a non-equilibrium geometry from the Open Molecules 2025 dataset. Energies are from ωB97M-V/def2-TZVPD.

Summary:
* E_LUMO: -2.09 eV
* charge: +1
* energy: -1756048.34922 eV
* HOMO energy: -10.0 eV
* HOMO-LUMO gap: 7.9 eV

Last column: Mulliken charge in e.
Geometry (Å):
C  -2.79971  -1.59900  1.99647  -1.3562
C  -3.36153  -0.53326  2.94042  1.2522
C  -2.56101  0.76186  2.72332  -0.6094
C  -3.09255  1.51474  1.39929  -0.3435
C  -3.26108  3.07170  1.51037  -1.3199
C  -2.28229  4.08171  0.86290  -0.6112
C  -1.00060  4.44022  1.53788  -1.1191
C  0.15419  3.52071  1.30097  -0.9818
C  0.20519  2.96392  -0.12246  -0.4574
N  1.21187  1.96526  -0.19660  0.8647
C  2.55339  2.46280  0.14523  1.6231
C  2.91690  3.75925  -0.54353  -1.6605
N  3.19534  3.53473  -1.99128  -0.3405
C  1.23597  1.20446  -1.32305  -1.6858
N  0.80124  1.62574  -2.54318  1.2384
P  -0.83621  1.20339  -2.94747  0.2508
N  -1.84084  2.39610  -2.98966  -0.3158
N  1.70494  0.06921  -1.15380  1.5215
C  2.05895  -0.24359  0.18696  -1.6647
C  3.55268  -0.36083  0.33422  -0.1874
C  3.92597  -0.11748  1.78761  -0.3914
C  4.80214  1.16390  1.82602  -0.8333
O  4.28941  2.10970  2.74441  -0.6180
C  1.93700  -0.94495  -2.18252  -2.0714
C  3.27247  -0.73331  -2.90556  -0.0419
O  3.44574  0.51203  -3.46537  -0.4328
C  3.40312  -1.82832  -3.97612  0.7738
F  3.12051  -1.38721  -5.16813  -0.3018
F  2.62695  -2.85772  -3.73624  -0.2398
F  4.61963  -2.29379  -4.01431  -0.3114
H  -2.94175  -1.33937  0.95422  0.2572
H  -3.22973  -2.55594  2.25795  0.2436
H  -1.72807  -1.69390  2.14625  0.2728
H  -3.09066  -0.85955  3.93957  0.0954
H  -4.42109  -0.37928  2.81371  -0.3539
H  -1.53753  0.45054  2.57803  0.2722
H  -2.70495  1.42591  3.56926  0.0705
H  -2.57449  1.20963  0.49996  -0.0833
H  -4.10670  1.13760  1.30943  0.8130
H  -4.18999  3.28109  0.99244  0.4545
H  -3.44602  3.32716  2.54416  0.2780
H  -2.13699  3.82043  -0.17656  0.1834
H  -2.84780  5.00686  0.83572  0.4613
H  -0.70337  5.45519  1.30930  0.5146
H  -1.20025  4.43365  2.60232  0.3395
H  0.21075  2.76969  2.07068  0.3263
H  1.05349  4.11566  1.44096  0.3325
H  0.32270  3.78650  -0.82789  0.2341
H  -0.73400  2.49344  -0.35328  0.4318
H  3.29883  1.72624  -0.12425  -0.6241
H  2.62937  2.60393  1.21626  -0.8603
H  3.85185  4.08261  -0.09074  0.6312
H  2.22065  4.56712  -0.38533  0.4528
H  3.93204  4.18460  -2.21825  0.4002
H  3.67156  2.64171  -2.02580  0.0168
H  0.98608  2.60916  -2.69277  0.8145
H  -0.80886  0.45298  -4.13847  0.0625
H  -1.22544  0.28151  -1.94659  -0.1818
H  -1.34736  3.26354  -2.81857  -0.0740
H  1.60278  0.42547  0.89671  0.3408
H  1.63795  -1.22141  0.39381  0.8445
H  4.06488  0.28680  -0.36628  1.1662
H  3.80865  -1.38165  0.07329  -0.3019
H  3.01479  0.08341  2.33191  0.4687
H  4.41957  -0.99556  2.16036  0.0044
H  5.77128  0.89065  2.18574  0.5213
H  4.89904  1.63532  0.85266  0.3366
H  3.38161  2.31757  2.51418  0.3449
H  1.11817  -1.05749  -2.87432  0.2706
H  2.01469  -1.89113  -1.67402  0.7831
H  4.09162  -0.91246  -2.23057  0.2120
H  2.76471  0.68816  -4.11677  0.2995
Br  -2.67309  5.58519  -3.43367  -0.1063
C  -2.62067  4.72302  -5.17441  0.0531
C  -3.63800  5.31185  -6.11267  -0.6112
Br  -5.43520  4.68805  -5.70135  -0.1662
H  -2.76177  3.66019  -5.00017  0.1683
H  -1.61558  4.89631  -5.54721  0.0107
H  -3.44755  4.98286  -7.13161  0.2760
H  -3.66601  6.39560  -6.08277  0.4478
Br  -0.70325  4.54697  -8.38674  -0.1455
C  0.70820  3.23613  -8.12555  -0.4377
C  0.38463  2.28069  -7.01099  -0.8188
Br  0.64324  3.10765  -5.25881  -0.0354
H  1.62545  3.79022  -7.95244  0.1956
H  0.77899  2.70298  -9.07029  0.4616
H  1.06679  1.43336  -7.02991  0.4269
H  -0.63900  1.92011  -7.03926  0.4594
Br  -0.82016  -2.77496  -5.21460  -0.1809
C  -1.24808  -4.19597  -3.95371  -0.7020
C  -1.98476  -3.67580  -2.74780  -0.4803
Br  -0.77906  -2.76361  -1.51916  0.0959
H  -0.31175  -4.68127  -3.70050  0.4355
H  -1.87422  -4.88930  -4.51054  0.4321
H  -2.40256  -4.50183  -2.17660  0.0671
H  -2.77465  -2.97277  -2.99303  0.3514
Br  3.11757  6.15988  -6.03441  -0.1216
C  2.61403  6.60013  -7.86498  -0.3256
C  2.82528  8.05944  -8.16015  -0.6450
Br  1.42986  9.15263  -7.36082  -0.1353
H  1.58256  6.28872  -7.99240  0.0712
H  3.25807  5.98737  -8.49279  0.3973
H  2.75762  8.24385  -9.22952  0.3748
H  3.77268  8.43352  -7.78890  0.3852
Br  4.86085  -0.74786  7.28289  -0.1290
C  5.49164  -2.45731  6.56872  -0.2522
C  6.94540  -2.68050  6.88606  -0.5935
Br  8.09925  -1.61535  5.73476  -0.1377
H  5.28491  -2.45592  5.50907  -0.0857
H  4.87450  -3.21089  7.05221  0.3649
H  7.22170  -3.71340  6.69048  0.3566
H  7.19993  -2.42683  7.90888  0.4226
Br  -6.51176  -1.25944  3.28250  -0.1597
C  -6.06540  -0.35963  4.94657  -0.4231
C  -5.45007  -1.30284  5.93096  0.0943
Br  -6.78404  -2.45811  6.74932  -0.1212
H  -6.97742  0.09916  5.31151  0.5867
H  -5.35649  0.41845  4.66933  0.1541
H  -5.00552  -0.75008  6.75486  0.1204
H  -4.70592  -1.94951  5.48489  -0.2829
Br  5.99703  -3.77631  2.83352  -0.0868
C  6.20897  -4.87892  1.24483  -0.6316
C  5.30525  -4.42170  0.13359  -0.4965
Br  3.45996  -4.96902  0.44074  -0.1043
H  6.02526  -5.90424  1.54522  0.3966
H  7.25163  -4.76776  0.95802  0.3844
H  5.58971  -4.89000  -0.80574  0.4159
H  5.29999  -3.34381  0.01111  0.1770
Br  -3.15980  -0.91802  7.75806  -0.0855
C  -2.49412  -2.60063  7.05681  -0.0565
C  -1.03280  -2.74101  7.30845  -0.7521
Br  0.00897  -1.64001  6.08503  -0.0875
H  -2.74681  -2.63039  6.00547  -0.2930
H  -3.04801  -3.37407  7.58419  0.4574
H  -0.70848  -3.76099  7.12228  0.3856
H  -0.74670  -2.45161  8.31337  0.4759
Br  -3.43470  -3.83181  3.18598  -0.2222
C  -2.14500  -5.29554  3.01267  -0.3253
C  -0.71884  -4.82899  3.23440  -0.3667
Br  -0.10714  -3.84607  1.67087  -0.1078
H  -2.29787  -5.72015  2.02827  0.0279
H  -2.43168  -6.02007  3.76792  0.4501
H  -0.04693  -5.67751  3.34196  0.4600
H  -0.60302  -4.17400  4.08660  -0.0052
Br  -4.79092  -1.08891  -8.01633  -0.1253
C  -5.22486  -1.62353  -6.19787  -0.3265
C  -5.70633  -0.45841  -5.37588  -0.6483
Br  -4.23293  0.69359  -4.83952  -0.0431
H  -4.33500  -2.09009  -5.78802  0.0692
H  -6.01067  -2.36870  -6.29950  0.3785
H  -6.15051  -0.80659  -4.44614  0.3374
H  -6.41855  0.16751  -5.90180  0.3931
Br  -0.28656  3.76945  8.54333  -0.1487
C  0.70367  2.25827  7.82329  -0.5529
C  0.81241  2.33510  6.32534  -0.6241
Br  -0.86092  1.83314  5.46323  -0.0347
H  0.20194  1.35898  8.16429  0.2670
H  1.68887  2.31807  8.27973  0.4118
H  1.54792  1.61963  5.96148  0.3033
H  1.06714  3.32642  5.96633  0.4335
Br  -2.23842  -7.07169  -0.83013  -0.0650
C  -2.75066  -8.89789  -0.37257  -0.5920
C  -3.77697  -8.91835  0.72649  -0.6293
Br  -2.96282  -8.54443  2.45271  -0.1097
H  -1.83905  -9.42339  -0.11193  0.3814
H  -3.16119  -9.31876  -1.28689  0.3432
H  -4.21570  -9.90832  0.82157  0.3647
H  -4.56572  -8.18800  0.58477  0.3917

=====

Here is C21H18FN5O2 in the gas phase in a non-equilibrium geometry from the Open Molecules 2025 dataset. Energies are from ωB97M-V/def2-TZVPD.

Summary:
* energy above the lowest of the compared OMol25 structures with the same formula, charge and spin: 25.2 kJ/mol
* E_LUMO: 0.23 eV
* charge: 0
* energy: -36333.40197 eV
* HOMO energy: -8.7 eV
* SMILES: O=C(Cn1cnc2c(cnn2-c2ccc(F)cc2)c1=O)NCCc1ccccc1
* HOMO-LUMO gap: 8.9 eV

Last column: Mulliken charge in e.
Geometry (Å):
O  -1.47889  -3.35114  1.61776  -0.6798
C  -1.59801  -2.42426  0.84547  0.7380
C  -0.97634  -2.46252  -0.56762  -1.2094
N  0.18801  -1.60224  -0.64574  0.0952
C  1.41842  -2.10582  -0.39650  -0.1893
N  2.53347  -1.46082  -0.44003  -0.3783
C  2.41334  -0.15385  -0.77119  0.8580
C  1.19156  0.48885  -1.03159  -0.1249
C  1.55436  1.82214  -1.32052  -0.6343
N  2.85198  1.96688  -1.24762  -1.2398
N  3.38729  0.77621  -0.91323  0.7941
C  4.77367  0.64456  -0.77336  0.6994
C  5.57417  1.76284  -0.99507  -0.5349
C  6.94551  1.66482  -0.86971  -0.5554
C  7.49954  0.44458  -0.52289  0.2943
F  8.83831  0.34405  -0.40106  -0.3278
C  6.71806  -0.67489  -0.29797  -0.6840
C  5.34525  -0.57516  -0.42363  -0.3886
C  -0.03599  -0.23830  -0.94745  0.2850
O  -1.17102  0.17712  -1.09555  -0.7045
N  -2.23355  -1.27568  1.10271  0.0791
C  -2.94584  -1.02156  2.33199  -0.8064
C  -4.45004  -0.85216  2.06775  -1.0530
C  -4.68517  0.29920  1.13049  0.4039
C  -4.77887  0.08872  -0.23959  -0.1299
C  -4.93254  1.15433  -1.10841  -0.5361
C  -4.99462  2.44616  -0.61623  -0.4747
C  -4.90584  2.66648  0.74778  -0.5685
C  -4.74929  1.59975  1.61431  -0.3394
H  -1.70680  -2.10648  -1.29904  0.3599
H  -0.68586  -3.48972  -0.79092  0.4841
H  1.46242  -3.15431  -0.13620  0.4340
H  0.91981  2.64658  -1.57426  0.5615
H  5.10462  2.69482  -1.26392  0.4071
H  7.58465  2.51680  -1.03712  0.4296
H  7.18471  -1.60878  -0.02852  0.4190
H  4.71495  -1.43225  -0.25359  0.5262
H  -2.28370  -0.56319  0.38051  0.2356
H  -2.54876  -0.11183  2.79445  0.3668
H  -2.76621  -1.87223  2.99301  0.4528
H  -4.83888  -1.77626  1.63683  0.3200
H  -4.94996  -0.67547  3.02113  0.4482
H  -4.73766  -0.91963  -0.62781  0.3123
H  -5.00105  0.97588  -2.17120  0.3831
H  -5.11315  3.27920  -1.29302  0.3892
H  -4.95690  3.67272  1.13765  0.3861
H  -4.67914  1.77587  2.67873  0.3964

=====

Here is a gas-phase ion, C5H6N (charge +1) in a non-equilibrium geometry from the Open Molecules 2025 dataset. Energies are from ωB97M-V/def2-TZVPD.

Summary:
* energy above the lowest of the compared OMol25 structures with the same formula, charge and spin: 465.4 kJ/mol
* E_LUMO (spin up / spin down): -7.80 / -7.75 eV
* charge: +1
* energy: -6760.35348 eV
* HOMO energy (spin up / spin down): -14.9 / -14.9 eV
* HOMO-LUMO gap (spin up / spin down): 7.1 / 7.2 eV

Last column: Mulliken charge in e.
Geometry (Å):
C  -0.14500  -0.76143  0.95544  -0.2315
C  -0.44877  -0.26281  -0.41610  0.5804
C  -1.58377  -0.89322  -1.12289  -0.5402
C  1.28149  0.90910  0.75576  -0.4406
C  0.69042  0.78835  -0.60827  -0.0555
N  0.75050  -0.06031  1.53195  -0.3911
H  -0.62832  -1.68531  1.25315  0.3825
H  -1.60395  -0.87288  -2.13853  0.3115
H  -2.44476  -1.19496  -0.57920  0.3171
H  2.37210  0.75692  0.73159  0.3464
H  1.29732  1.90051  1.17585  0.3469
H  0.46274  1.37605  -1.53875  0.3740

=====

Here is a molecular structure, C26H27ClNP2RuS in a non-equilibrium geometry from the Open Molecules 2025 dataset. Energies are from ωB97M-V/def2-TZVPD.

Summary:
* energy above the lowest of the compared OMol25 structures with the same formula, charge and spin: 114.0 kJ/mol
* E_LUMO (spin up / spin down): -7.28 / -7.74 eV
* expectation value of S²: 0.76
* charge: +2
* 2S+1: 2
* energy: -73394.05366 eV
* HOMO energy (spin up / spin down): -14.0 / -14.0 eV
* HOMO-LUMO gap (spin up / spin down): 6.7 / 6.3 eV

Last column: Mulliken charge in e.
Geometry (Å):
Ru  -0.33196  -0.98485  -0.23406  -0.5357
Cl  1.82762  -1.03758  -1.56226  -0.0519
C  2.51301  0.56901  -1.59665  0.8533
C  3.86028  0.70879  -1.86263  -0.7227
C  4.39483  1.98805  -1.91237  -0.5416
C  3.58418  3.09455  -1.69586  -0.8290
C  2.23091  2.93143  -1.44308  -0.3892
C  1.67389  1.65381  -1.38728  -0.1766
P  -0.09960  1.39451  -1.09212  1.4485
C  -0.23635  1.31431  0.72784  -0.1993
C  -1.54025  1.08011  1.21416  0.7926
C  -1.81017  1.21237  2.57220  -0.9818
C  -0.79393  1.57805  3.43878  -0.5093
C  0.50790  1.77483  2.97168  -0.9792
C  0.79626  1.63003  1.63044  -0.6700
C  -0.89026  2.97086  -1.47813  0.1701
C  -1.21797  3.89657  -0.48706  0.0365
C  -1.79822  5.10309  -0.84708  -0.7821
C  -2.07389  5.37705  -2.18001  -0.4932
C  -1.74453  4.45667  -3.16607  -0.7316
C  -1.16314  3.24900  -2.81877  -0.3632
H  4.47926  -0.16007  -2.04034  0.4791
H  5.44560  2.11593  -2.13257  0.4228
H  4.00400  4.09017  -1.73405  0.4426
H  1.59555  3.79484  -1.29287  0.4721
H  -2.35014  0.90549  0.51704  0.5679
H  -2.81528  1.06232  2.94302  0.5133
H  -1.00879  1.71418  4.49096  0.4469
H  1.29157  2.06582  3.65894  0.4713
H  1.79903  1.81397  1.26466  0.4980
H  -1.00424  3.69575  0.55460  0.3430
H  -2.03805  5.82731  -0.08042  0.4436
H  -2.55469  6.30803  -2.44785  0.4184
H  -1.95840  4.67434  -4.20343  0.4291
H  -0.92160  2.52399  -3.58747  0.4261
S  -2.57490  -1.43836  -0.92434  -0.3102
C  -1.94218  -3.01744  -1.23104  0.7830
C  -2.69921  -4.15774  -1.46468  -0.6839
C  -2.02734  -5.35639  -1.60748  -0.2759
C  -0.63439  -5.37643  -1.53896  -0.8798
C  0.03797  -4.19613  -1.31385  -0.3003
N  -0.61260  -3.03392  -1.16132  -0.0115
H  -3.77732  -4.09181  -1.50764  0.4764
H  -2.57939  -6.27399  -1.76074  0.4440
H  -0.07891  -6.29517  -1.65739  0.4502
H  1.11844  -4.16883  -1.25623  0.4421
C  0.09232  -1.64582  3.44071  -1.2360
P  0.07424  -2.31398  1.75992  1.5224
C  -0.94981  -3.80423  1.92932  -1.2844
C  1.76013  -2.98334  1.60088  -1.2750
H  0.38923  -2.44949  4.11470  0.5246
H  -0.89613  -1.28612  3.72098  0.3852
H  0.80270  -0.82541  3.51201  0.3177
H  -0.69145  -4.29942  2.86575  0.4927
H  -0.77144  -4.48751  1.10166  0.2821
H  -2.00790  -3.54190  1.95312  0.3737
H  1.92124  -3.75033  2.35958  0.4588
H  2.48537  -2.18240  1.74880  0.3658
H  1.90890  -3.41657  0.61438  0.2194

=====

- Which value of energy does entry 1 give?
  -12081.12498 eV

=====

- Which value of energy does entry 3 give?
  -36333.40197 eV

=====

- The lowest energy belongs to which entry?
  C43H90Br24F3N5O2P